# 1
{
  "formula": "C13H16N6NiS",
  "method": "the ωB97M-V functional and the def2-TZVPD basis",
  "elements": ["Ni", "N", "C", "C", "C", "C", "C", "C", "N", "C", "C", "C", "S", "C", "N", "H", "H", "H", "H", "H", "H", "H", "N", "N", "H", "H", "H", "H", "C", "C", "C", "N", "H", "H", "H", "H", "H"],
  "coordinates": [[0.2506, 0.5266, -0.0468], [-2.3397, -2.2434, -1.4494], [-1.2896, -3.1194, -1.6741], [-1.2444, -4.4167, -2.1664], [0.0067, -4.9857, -2.2913], [1.1722, -4.2911, -1.9335], [1.1249, -3.0074, -1.4338], [-0.1314, -2.4166, -1.3049], [-0.5082, -1.1563, -0.8701], [-1.8317, -1.0960, -0.9762], [-2.5237, 0.1302, -0.6276], [-3.8248, 0.5010, -0.7689], [-4.0363, 2.1172, -0.2597], [-2.3789, 2.2206, 0.1098], [-1.7120, 1.1229, -0.1196], [-3.3159, -2.4385, -1.6071], [-2.1406, -4.9569, -2.4401], [0.0892, -5.9896, -2.6840], [2.1286, -4.7791, -2.0611], [2.0299, -2.4759, -1.1676], [-4.6559, -0.0747, -1.1445], [-1.9259, 3.1197, 0.5005], [0.8629, 0.7553, 2.8474], [0.6562, -0.2631, 1.8680], [1.6070, 0.5243, 3.4885], [0.0143, 0.9551, 3.3512], [-0.0497, -0.9371, 2.1523], [1.5222, -0.7778, 1.7486], [2.7695, 4.5192, 2.1261], [2.5819, 4.3530, 0.6043], [1.8162, 3.1668, 0.3199], [1.2024, 2.2188, 0.1301], [3.2308, 5.4835, 2.3233], [3.4162, 3.7410, 2.5261], [1.8138, 4.4828, 2.6461], [3.5485, 4.2711, 0.1030], [2.0646, 5.2163, 0.1814]],
  "atomic_forces_ev_per_a": [[-0.41, -0.53, 0.24], [-0.20, 0.14, 0.07], [0.44, 0.12, 0.07], [-0.05, -0.11, -0.03], [-0.16, 0.02, -0.02], [0.07, 0.03, 0.03], [0.00, 0.07, 0.04], [-0.11, -0.41, -0.17], [-0.12, 0.61, 0.25], [0.31, -0.29, -0.12], [-0.39, 0.23, -0.03], [0.08, -0.06, 0.04], [0.25, -0.04, 0.03], [-0.26, 0.07, 0.02], [0.30, -0.20, 0.00], [0.00, 0.00, -0.02], [0.01, 0.01, -0.02], [0.02, 0.00, 0.02], [0.00, 0.02, 0.02], [0.01, -0.01, -0.02], [0.01, 0.01, -0.01], [-0.02, 0.00, 0.00], [0.36, 0.64, -0.14], [-0.29, 0.21, -0.73], [-0.08, -0.28, 0.22], [-0.16, -0.13, 0.06], [0.08, -0.18, 0.10], [0.08, -0.12, 0.14], [0.00, -0.01, -0.01], [0.31, 0.43, 0.42], [-0.17, -0.26, -0.24], [0.19, 0.12, 0.01], [0.02, -0.01, -0.03], [-0.01, -0.01, -0.01], [0.00, 0.03, -0.01], [-0.05, -0.04, -0.08], [-0.06, -0.08, -0.08]],
  "mulliken_charge": [-0.26, -0.02, 0.67, -1.03, -0.48, -0.64, -0.86, 0.97, -0.28, 0.37, 0.20, -0.14, -0.02, -0.08, -0.06, 0.24, 0.41, 0.42, 0.41, 0.38, 0.38, 0.42, -0.47, -0.29, 0.25, 0.24, 0.29, 0.34, -1.07, -0.24, 0.59, -0.22, 0.35, 0.32, 0.33, 0.28, 0.29],
  "s_squared": 2.0049,
  "de_lowest_ev": 0.158,
  "spin_multiplicity": 3,
  "orbital_gap_ev": [8.42, 7.10],
  "charge": 2
}


# 2
{
  "formula": "C13H17BNO",
  "method": "the ωB97M-V functional and the def2-TZVPD basis",
  "elements": ["C", "O", "C", "C", "C", "N", "B", "H", "C", "C", "H", "H", "H", "H", "H", "H", "H", "H", "H", "C", "C", "C", "C", "C", "C", "C", "H", "H", "H", "H", "H", "H", "H"],
  "coordinates": [[2.7983, 1.3433, -1.1778], [2.8507, 1.3845, 0.2448], [2.4673, 0.2934, 0.9468], [2.5415, 0.3840, 2.3578], [2.1739, -0.6706, 3.1434], [1.7151, -1.8271, 2.5848], [1.4196, -2.7437, 3.7145], [0.6956, -4.3729, 1.9982], [1.6170, -1.9511, 1.2209], [1.9990, -0.9135, 0.3971], [3.1427, 2.3275, -1.4793], [3.4662, 0.5815, -1.5861], [1.7815, 1.1841, -1.5442], [2.8894, 1.2835, 2.8422], [2.2148, -0.6659, 4.2371], [2.2866, -3.5285, 3.8852], [0.2761, -2.7104, 4.0271], [1.2371, -2.8909, 0.7923], [1.9344, -1.0318, -0.6865], [0.4207, -5.3389, 1.6076], [1.3213, -5.6174, 0.4529], [1.0177, -5.6557, -0.8644], [-0.2373, -5.5413, -1.5130], [-1.4842, -5.4890, -0.9603], [-1.8479, -5.5310, 0.4095], [-1.0736, -5.5035, 1.5188], [0.7489, -6.0051, 2.4322], [2.3740, -5.7502, 0.7275], [1.8634, -5.7126, -1.5479], [-0.1799, -5.4015, -2.5959], [-2.3071, -5.3094, -1.6599], [-2.9281, -5.4764, 0.5641], [-1.5994, -5.5323, 2.4801]],
  "atomic_forces_ev_per_a": [[0.04, 0.13, -0.48], [-0.51, -1.52, 1.30], [0.23, 0.67, -0.06], [0.13, 0.28, 0.08], [-0.13, -0.19, -0.92], [0.35, 1.18, -1.25], [-0.86, -1.75, -1.42], [-0.12, 1.00, 0.45], [0.13, 0.03, 0.80], [0.06, 0.25, -0.35], [-0.02, -0.06, -0.13], [0.00, 0.02, 0.12], [0.02, 0.02, 0.13], [0.06, 0.14, -0.17], [0.08, 0.27, -0.28], [-0.05, 0.11, 0.78], [0.31, 0.02, 0.74], [0.24, 0.48, 0.45], [-0.06, -0.10, 0.45], [0.03, -1.74, 0.93], [-0.02, -0.02, -1.22], [1.56, 0.10, 1.24], [-2.22, 0.58, -0.44], [1.34, 0.43, -1.99], [-0.23, 0.26, 1.94], [-0.63, 0.34, -0.92], [-0.05, 0.23, -0.23], [-0.33, 0.05, -0.12], [-0.02, -0.32, 0.17], [-0.11, -0.24, 0.29], [0.26, -0.26, 0.23], [0.26, -0.38, 0.20], [0.28, -0.01, -0.31]],
  "mulliken_charge": [-0.81, -0.39, 1.07, -0.77, -0.31, -0.10, 0.42, -0.77, -0.24, -0.51, 0.24, 0.37, 0.36, 0.45, 0.50, 0.02, 0.02, 0.21, 0.46, 0.51, -0.46, -0.25, -0.35, -0.28, -0.38, -0.26, 0.36, 0.35, 0.31, 0.29, 0.30, 0.29, 0.36],
  "de_lowest_ev": 0.113,
  "orbital_gap_ev": 6.25,
  "charge": 1
}


# 3
{
  "formula": "C13H17BrN2O2S",
  "method": "the ωB97M-V functional and the def2-TZVPD basis",
  "elements": ["C", "C", "N", "C", "C", "C", "S", "N", "C", "O", "C", "C", "C", "C", "O", "C", "C", "Br", "C", "H", "H", "H", "H", "H", "H", "H", "H", "H", "H", "H", "H", "H", "H", "H", "H", "H"],
  "coordinates": [[-6.4116, -0.0674, 0.9870], [-5.5614, -0.5193, -0.1975], [-4.1436, -0.5376, 0.1146], [-3.6463, -1.7368, 0.7642], [-3.5596, -2.9396, -0.1702], [-3.4549, 0.5987, 0.0115], [-4.1295, 2.0620, -0.3602], [-2.0734, 0.6136, 0.2604], [-1.1122, -0.1227, -0.3968], [-1.3502, -1.1162, -1.0444], [0.2707, 0.3960, -0.2086], [0.5838, 1.7475, -0.1217], [1.8963, 2.1647, 0.0145], [2.9323, 1.2371, 0.0769], [4.2404, 1.5238, 0.2189], [4.6440, 2.8691, 0.3135], [2.6043, -0.1220, -0.0255], [4.0199, -1.3788, 0.0496], [1.3040, -0.5407, -0.1786], [-7.4606, -0.0801, 0.7061], [-6.1425, 0.9454, 1.2740], [-6.2733, -0.7243, 1.8427], [-5.7150, 0.1660, -1.0341], [-5.8509, -1.5233, -0.5086], [-2.6601, -1.5272, 1.1782], [-4.3233, -1.9659, 1.5958], [-3.1526, -3.7848, 0.3780], [-2.9005, -2.7126, -1.0019], [-4.5371, -3.2195, -0.5538], [-1.7710, 1.5260, 0.5804], [-0.1844, 2.5034, -0.2006], [2.1090, 3.2204, 0.0665], [5.7269, 2.8412, 0.4194], [4.2055, 3.3569, 1.1894], [4.3816, 3.4290, -0.5891], [1.0699, -1.5897, -0.2747]],
  "atomic_forces_ev_per_a": [[0.18, -0.05, -0.11], [-0.50, 0.12, -0.03], [0.48, 0.28, -0.05], [0.29, -0.50, 0.01], [-0.01, 0.18, 0.02], [-0.31, 0.13, -0.18], [-0.16, 0.59, -0.14], [0.23, -0.08, 0.36], [-0.03, 0.04, 0.09], [-0.01, -0.10, -0.03], [0.32, 0.11, -0.08], [-0.10, -0.28, 0.00], [0.32, 0.12, 0.05], [-0.13, -0.17, -0.04], [-0.20, -0.23, -0.03], [0.04, 0.33, 0.02], [0.30, -0.09, 0.04], [-0.20, -0.05, -0.02], [-0.02, 0.15, 0.01], [-0.14, -0.02, 0.01], [0.00, 0.05, 0.02], [-0.04, -0.08, 0.10], [0.04, -0.19, 0.06], [0.07, 0.02, -0.01], [-0.16, 0.02, 0.02], [0.10, 0.08, -0.01], [0.01, -0.14, 0.05], [-0.02, -0.04, -0.01], [-0.10, -0.09, 0.00], [-0.15, -0.22, -0.08], [-0.09, 0.07, 0.00], [0.05, 0.09, 0.00], [-0.09, 0.05, -0.01], [0.01, -0.01, -0.04], [0.00, -0.02, 0.04], [0.01, -0.07, -0.02]],
  "mulliken_charge": [-0.99, -0.88, 0.24, -0.64, -1.14, 0.27, -0.37, -0.20, 0.51, -0.61, 0.37, -1.06, -0.61, 1.20, -0.43, -0.88, -0.11, -0.15, -0.59, 0.38, 0.30, 0.29, 0.49, 0.28, 0.35, 0.39, 0.37, 0.28, 0.39, 0.27, 0.43, 0.40, 0.25, 0.35, 0.35, 0.50],
  "de_lowest_ev": 0.401,
  "smiles": "CCN(CC)C(=S)NC(=O)c1ccc(OC)c(Br)c1",
  "orbital_gap_ev": 8.78,
  "charge": 0
}


# 4
{
  "formula": "C13H17Cl3N2O2",
  "method": "the ωB97M-V functional and the def2-TZVPD basis",
  "elements": ["C", "C", "C", "C", "C", "C", "C", "O", "C", "O", "C", "N", "C", "Cl", "C", "Cl", "C", "N", "C", "Cl", "H", "H", "H", "H", "H", "H", "H", "H", "H", "H", "H", "H", "H", "H", "H", "H", "H"],
  "coordinates": [[2.0822, 2.5447, 1.3813], [1.1430, 1.3502, 1.2554], [1.8107, 0.1064, 0.6665], [2.1415, 0.2585, -0.8166], [2.9048, -0.9325, -1.4002], [2.1947, -2.2850, -1.3059], [0.8257, -2.3221, -1.9834], [-0.1710, -1.8732, -1.0652], [-1.0145, -0.9350, -1.4533], [-1.0835, -0.4753, -2.5667], [-1.8699, -0.4911, -0.3037], [-1.4381, -0.8532, 0.9023], [-2.0957, -0.4649, 1.9670], [-1.4574, -0.9600, 3.4763], [-3.2474, 0.3119, 1.9133], [-4.0733, 0.8013, 3.3469], [-3.7460, 0.7045, 0.6608], [-4.8599, 1.4423, 0.5383], [-3.0111, 0.2799, -0.4715], [-3.5929, 0.7409, -2.0248], [1.5804, 3.3679, 1.8855], [2.9633, 2.2753, 1.9600], [2.4057, 2.8957, 0.4047], [0.7614, 1.0989, 2.2477], [0.2847, 1.6233, 0.6355], [1.1275, -0.7333, 0.7989], [2.7276, -0.1061, 1.2223], [1.2197, 0.4215, -1.3776], [2.7633, 1.1448, -0.9599], [3.8641, -1.0215, -0.8843], [3.1156, -0.7233, -2.4524], [2.8286, -3.0376, -1.7787], [2.0591, -2.5681, -0.2620], [0.5642, -3.3496, -2.2568], [0.8009, -1.6961, -2.8813], [-5.3454, 1.7469, 1.3633], [-5.1624, 1.7131, -0.3814]],
  "atomic_forces_ev_per_a": [[-0.24, -0.11, -0.04], [0.22, -0.11, 0.08], [-0.23, 0.18, -0.17], [0.21, -0.19, 0.21], [-0.18, 0.00, 0.04], [-0.23, 0.24, -0.12], [0.50, -0.22, -0.42], [0.06, -0.16, 0.32], [-0.13, 0.16, -0.47], [0.10, -0.07, 0.16], [-0.36, 0.26, 0.30], [0.00, -0.05, 0.20], [-0.17, 0.16, -0.54], [0.15, -0.11, 0.40], [0.07, -0.03, -0.09], [-0.06, 0.04, -0.10], [0.44, -0.29, 0.07], [-0.18, 0.12, -0.03], [0.19, -0.12, 0.07], [-0.26, 0.14, -0.01], [0.03, 0.13, 0.03], [0.12, 0.01, 0.06], [0.09, 0.09, -0.07], [-0.10, 0.00, 0.00], [-0.10, 0.00, 0.01], [0.10, -0.07, 0.06], [0.06, -0.07, 0.07], [-0.05, 0.10, -0.09], [-0.06, 0.07, -0.07], [0.07, 0.04, -0.05], [0.09, -0.03, -0.02], [-0.03, -0.07, 0.04], [0.04, -0.14, 0.04], [-0.03, 0.17, 0.02], [-0.01, -0.14, 0.11], [-0.04, 0.03, -0.12], [-0.08, 0.05, 0.12]],
  "mulliken_charge": [-1.44, -0.29, -0.35, -0.32, -0.99, -0.73, -0.52, -0.27, 0.37, -0.66, 0.17, -0.36, 0.02, -0.16, 0.16, -0.22, 0.48, -0.43, 0.55, -0.24, 0.43, 0.31, 0.33, 0.27, 0.18, 0.19, 0.45, 0.14, 0.42, 0.37, 0.36, 0.45, 0.28, 0.34, 0.37, 0.15, 0.16],
  "de_lowest_ev": 0.022,
  "smiles": "CCCCCCCOC(=O)c1nc(Cl)c(Cl)c(N)c1Cl",
  "orbital_gap_ev": 9.27,
  "charge": 0
}